Density functional theory data (the ωB97M-V functional and the def2-TZVPD basis) for C2H4IN3S in the gas phase at a distorted geometry.

Computed properties:
M   229.05 g mol⁻¹
Relative energy (zero: lowest compared OMol25 entry of this formula, charge and spin)   107.8 kcal/mol
LUMO   -0.210 eV
Multiplicity   1
HOMO   -8.33 eV

Cartesian coordinates (Å):
C: -0.07236 2.51753 -0.59792
C: -1.44973 0.85839 0.85290
N: 0.79968 0.49925 1.10942
N: -0.37943 0.06614 0.74093
N: -0.39477 -1.12912 -0.16709
S: 1.30116 1.89159 -0.03246
I: -3.29496 0.14997 0.00641
H: -0.93109 2.06610 0.10723
H: 1.60696 -0.10584 1.02030
H: 0.43869 -1.70558 -0.06507
H: -1.17003 -1.72778 0.05349

=====

Density functional theory data (the ωB97M-V functional and the def2-TZVPD basis) for C12H18N2O4S in the gas phase at a distorted geometry.

Computed properties:
Structure (SMILES)   CCCCOC(=O)Nc1nc(CC(=O)OCC)cs1
M   286.35 g mol⁻¹
Relative energy (zero: lowest compared OMol25 entry of this formula, charge and spin)   280.1 kcal/mol
LUMO   0.592 eV
Multiplicity   1
HOMO   -8.21 eV

Cartesian coordinates (Å):
C: 6.13761 2.85535 -1.55180
C: 5.32676 3.80719 -0.56193
C: 3.96381 3.27907 -0.16963
C: 3.00253 3.28560 -1.17737
O: 1.92400 2.96722 -0.53847
C: 1.45915 1.83648 -0.42465
O: 2.26151 0.90920 -0.56460
N: 0.20930 1.60251 0.17553
C: -0.19536 0.37170 0.33561
N: -1.42764 0.37803 0.87405
C: -1.79848 -0.91840 1.48522
C: -3.05667 -1.43299 2.04682
C: -3.54171 -2.52206 1.04332
O: -3.65684 -3.71294 1.08835
O: -4.08198 -2.04671 -0.13000
C: -4.66343 -2.76812 -1.13202
C: -3.31368 -3.41096 -2.07137
C: -0.66335 -1.95380 1.02183
S: 0.61900 -0.94866 0.42028
H: 7.16001 3.32989 -1.73504
H: 5.57527 2.79868 -2.69411
H: 6.06867 2.06268 -1.20372
H: 5.30712 4.82991 -1.07886
H: 6.10104 4.08313 0.39669
H: 3.68580 4.04834 0.56408
H: 4.17594 2.50412 0.33744
H: 3.21064 2.65333 -1.78424
H: 3.03121 4.26278 -1.63045
H: -0.33142 2.35486 0.27012
H: -3.72856 -0.56680 1.69330
H: -2.83488 -1.83230 2.94023
H: -5.19618 -3.76877 -0.63741
H: -5.40505 -2.25931 -1.50075
H: -2.74782 -3.97968 -1.51566
H: -2.83920 -2.59261 -2.45733
H: -4.03184 -3.82089 -3.01612
H: -0.51354 -2.99378 1.32516

=====

- Among the records above, which one has the lowest HOMO?
  C2H4IN3S

=====

- The lowest M belongs to which entry?
  C2H4IN3S

=====

- Which of these has the lowest M?
  C2H4IN3S